# C3H6N2O

A single C3H6N2O molecule (wB97M-V/def2-TZVPD, the Open Molecules 2025 dataset).

Bonds (Å) are listed after each position.
CARTESIAN COORDINATES (ANGSTROEM)
1 O 1.55714 1.52779 -1.08195  C5 1.209
2 N -1.73237 -0.19463 -1.15264  C4 1.275, H8 1.003
3 N 0.23455 -0.03966 -0.01739  C4 1.386, C5 1.422, C6 1.455
4 C -1.08184 -0.46670 -0.09036  N2 1.275, N3 1.386, H7 1.095
5 C 0.50620 0.93301 -1.01845  O1 1.209, N3 1.422, H12 1.154
6 C 1.11631 -0.30310 1.10949  N3 1.455, H9 1.098, H10 1.092, H11 1.096
7 H -1.47753 -0.96921 0.79791  C4 1.095
8 H -2.72754 -0.31828 -1.13641  N2 1.003
9 H 0.60164 -0.18886 2.07212  C6 1.098
10 H 1.92714 0.42641 1.06062  C6 1.092
11 H 1.55663 -1.30625 1.07246  C6 1.096
12 H -0.48033 0.89948 -1.61540  C5 1.154

Summary:
LUMO level: 0.030 hartree
structure (SMILES): [H]/N=C/N(C)C=O
HOMO-LUMO gap: 10.0 eV
energy relative to the best compared isomer or geometry (same formula, charge and spin): 36.7 kcal per mole
DFT total energy: -8235.1069 eV
HOMO level: -0.3379 hartree